Molecular formula: C2H6Br2N
Method: DFT, the ωB97M-V functional and the def2-TZVPD basis

Structure (XYZ):
```
11
Properties=species:S:1:pos:R:3:mulliken_charge:R:1
C 1.103 -0.085 -1.957 -1.080
C -0.741 -0.219 0.277 0.056
N -0.290 0.320 1.639 -0.365
Br -0.961 -2.057 0.577 0.069
Br -2.195 0.772 -0.516 0.097
H 2.014 0.242 -1.349 0.281
H 0.982 -1.151 -2.082 0.401
H 0.636 0.737 -2.313 0.442
H -0.540 1.347 1.615 0.406
H 0.664 0.192 1.613 0.343
H -0.672 -0.099 2.495 0.351
```

Properties
Frontier orbital gap (spin up / spin down), hartree: 0.292 / 0.319
2S+1: 3
Total charge: +1
HOMO (spin up / spin down), eV: -12.1 / -15.4
Strongest force on any atom, hartree/bohr: 0.0931
Energy above the lowest of the compared OMol25 structures with the same formula, charge and spin, kJ/mol: 43.4